DFT (ωB97M-V/def2-TZVPD) results for C21H27AsF11O21 as an isolated structure in a non-equilibrium geometry.

Output
multiplicity = 2
<S²> = 0.752
net charge = -2
Kohn-Sham gap (spin up / spin down) = 3.0 / 10.0 eV

Element x y z (Å)
As 0.006 1.616 -0.294
F 1.597 0.709 -0.546
F 0.888 3.039 0.419
F -1.630 2.445 -0.192
F -0.751 0.189 -1.049
F -0.027 0.879 1.355
F 0.299 2.425 -1.870
C 4.571 -0.902 -0.677
C 5.891 -0.612 -1.310
O 6.504 -1.799 -1.719
C 5.564 -2.788 -1.398
O 5.573 -3.952 -1.831
O 4.673 -2.323 -0.535
F 6.620 0.045 -0.336
H 3.751 -0.572 -1.314
H 4.405 -0.462 0.306
H 5.830 0.140 -2.097
C -4.117 -0.784 -0.272
C -4.075 -1.910 0.706
O -5.279 -2.549 0.453
C -6.131 -1.791 -0.409
O -7.221 -2.128 -0.787
O -5.420 -0.720 -0.837
F -4.080 -1.447 1.947
H -3.335 -0.866 -1.027
H -4.018 0.207 0.169
H -3.209 -2.559 0.577
C 0.225 5.950 -0.880
C 1.112 5.592 -2.107
O 2.368 6.147 -1.688
C 2.421 6.269 -0.298
O 3.371 6.733 0.346
O 1.218 5.929 0.155
F 0.851 6.144 -3.249
H -0.519 5.200 -0.610
H -0.227 6.929 -1.043
H 1.103 4.502 -2.127
C 1.485 3.841 3.070
C 0.101 4.492 2.884
O -0.102 5.163 4.163
C 1.063 5.422 4.742
O 1.426 6.145 5.622
O 2.020 4.770 4.049
F -0.849 3.580 2.877
H 2.084 3.724 2.168
H 1.302 2.885 3.561
H 0.034 5.199 2.057
C -0.820 -1.035 3.343
C -0.136 -2.365 2.749
O -0.714 -3.362 3.481
C -1.525 -2.866 4.466
O -2.068 -3.602 5.299
O -1.644 -1.547 4.384
F 1.211 -2.395 3.030
H -1.461 -0.492 2.648
H -0.085 -0.332 3.734
H -0.250 -2.501 1.673
C 1.489 -5.789 2.071
O 2.026 -4.997 0.994
C 1.311 -4.622 -0.076
O 0.030 -4.629 -0.178
O 2.098 -3.796 -0.714
C 1.644 -2.764 -1.615
H 0.872 -5.293 2.819
H 2.384 -6.033 2.643
H 0.893 -6.604 1.661
H 1.163 -3.329 -2.414
H 2.523 -2.351 -2.112
H 1.338 -1.799 -1.210
C -4.504 -3.150 -4.170
O -4.150 -1.825 -4.470
C -3.076 -1.377 -3.936
O -2.235 -1.996 -3.178
O -3.007 -0.084 -4.269
C -1.939 0.741 -3.976
H -5.495 -3.527 -4.423
H -4.345 -3.329 -3.106
H -3.828 -3.884 -4.609
H -2.344 1.751 -3.920
H -1.160 0.645 -4.733
H -1.561 0.391 -3.015

These are the Löwdin partial charges, in e, on atoms 1 to 4:
1 As 0.894
2 F -0.404
3 F -0.368
4 F -0.417

DFT (ωB97M-V/def2-TZVPD) results for C35H47BN10PdS7 as an isolated structure in a non-equilibrium geometry.

Output
multiplicity = 5
<S²> = 6.070
net charge = +2
Kohn-Sham gap (spin up / spin down) = 7.4 / 3.4 eV

Element x y z (Å)
Pd -0.527 0.239 -0.215
C -5.707 0.109 -2.204
C -5.117 -1.171 -2.801
C -4.929 -2.292 -1.779
C -6.014 -1.696 -3.916
N -3.753 -0.857 -3.381
C -3.393 -0.712 -4.750
C -2.248 -0.002 -4.748
N -1.877 0.289 -3.440
B -0.542 0.887 -2.866
N -0.122 2.329 -3.203
C 0.287 2.860 -4.450
C 0.631 4.153 -4.228
N 0.355 4.479 -2.917
C -0.040 3.302 -2.230
S -0.393 3.152 -0.612
C 0.329 5.810 -2.191
C 1.408 5.754 -1.065
C 0.799 6.938 -3.202
C -1.100 6.081 -1.729
N 0.618 -0.159 -3.026
C 0.949 -0.759 -4.256
C 2.089 -1.459 -4.104
N 2.539 -1.206 -2.817
C 1.647 -0.402 -2.156
S 1.779 0.259 -0.613
C 3.825 -1.764 -2.264
C 4.376 -1.048 -1.036
C 3.529 -3.255 -1.987
C 4.890 -1.638 -3.380
C -2.829 -0.198 -2.596
S -2.922 0.011 -0.944
H -6.769 0.074 -2.319
H -5.436 1.014 -2.787
H -5.491 0.316 -1.158
H -5.846 -2.847 -1.599
H -4.602 -1.906 -0.823
H -4.181 -3.042 -2.075
H -6.981 -1.941 -3.485
H -5.618 -2.542 -4.485
H -6.205 -0.890 -4.650
H -3.953 -1.151 -5.577
H -1.676 0.365 -5.618
H -0.804 0.970 -1.657
H 0.315 2.285 -5.383
H 0.943 4.925 -4.944
H 2.396 5.416 -1.454
H 1.122 5.076 -0.258
H 1.564 6.750 -0.581
H 1.847 6.779 -3.465
H 0.728 7.908 -2.660
H 0.158 7.016 -4.106
H -1.349 5.427 -0.882
H -1.842 5.889 -2.486
H -1.203 7.126 -1.342
H 0.354 -0.668 -5.139
H 2.630 -2.048 -4.814
H 3.783 -1.273 -0.167
H 4.422 0.043 -1.123
H 5.378 -1.441 -0.901
H 2.671 -3.357 -1.298
H 4.422 -3.726 -1.551
H 3.287 -3.782 -2.936
H 5.103 -0.599 -3.603
H 4.606 -2.146 -4.314
H 5.873 -2.039 -3.029
C 1.941 -3.870 4.113
C 0.651 -3.453 3.482
C -0.489 -3.482 4.239
C -1.724 -3.263 3.609
N -1.774 -2.829 2.356
C -0.663 -2.750 1.636
S -0.566 -2.437 -0.035
N 0.536 -3.032 2.207
C -3.032 -3.550 4.244
H 1.954 -3.597 5.163
H 2.800 -3.318 3.732
H 2.132 -4.931 4.063
H -0.462 -3.672 5.332
H 1.366 -2.966 1.607
H -2.925 -4.227 5.132
H -3.674 -4.030 3.480
H -3.537 -2.602 4.561
S -1.533 0.355 7.732
C -0.739 0.482 6.288
S -1.643 0.929 4.879
C -0.233 0.845 3.873
N 0.818 0.336 4.518
N 0.538 0.207 5.867
C 1.639 -0.189 6.724
C 2.832 -0.571 6.035
C 3.970 -0.782 6.814
C 3.887 -0.923 8.203
C 2.678 -0.645 8.856
C 1.614 -0.147 8.130
S -0.309 1.496 2.320
H 2.871 -0.689 4.947
H 4.961 -0.833 6.358
H 4.697 -1.351 8.786
H 2.512 -0.794 9.934
H 0.730 0.272 8.587

These are the Löwdin partial charges, in e, on atoms 1 to 4:
1 Pd 0.266
2 C -0.055
3 C -0.537
4 C -0.053

DFT (ωB97M-V/def2-TZVPD) results for a 2-piece molecular cluster, C4H9N2O overall in a non-equilibrium geometry.

Output
net charge = +1
Kohn-Sham gap = 9.8 eV

Element x y z (Å)
C -1.524 -0.451 -1.336
C -0.804 -1.633 -0.995
C 0.787 1.073 2.218
C 0.767 0.297 -0.468
N 1.566 0.460 -1.339
N -0.462 -0.352 -0.351
O 2.545 0.843 -1.835
H -1.345 0.196 -2.255
H -2.506 -0.222 -1.083
H -1.194 -2.278 -0.330
H -0.061 -1.922 -1.587
H -0.157 0.774 2.252
H 1.542 0.313 2.424
H 0.785 1.799 2.947
H 0.954 1.478 1.163
H -0.892 -0.375 0.575

These are the Löwdin partial charges, in e, on atoms 1 to 4:
1 C 0.004
2 C 0.054
3 C -0.006
4 C 0.005

DFT (ωB97M-V/def2-TZVPD) results for C5H5NO2 as an isolated structure in a non-equilibrium geometry.

Output
Kohn-Sham gap = 10.6 eV

Element x y z (Å)
C -1.898 0.196 0.457
C -0.797 -0.190 -0.490
C 0.943 -1.089 -0.018
C 1.839 0.898 -0.146
C 0.664 0.264 -0.304
H -2.042 1.308 0.349
H -2.853 -0.317 0.242
H -1.635 0.047 1.494
H -1.108 -0.078 -1.540
H 2.241 1.884 -0.225
N 2.211 -1.288 0.248
O -0.321 -1.586 -0.211
O 2.757 -0.050 0.144

These are the Löwdin partial charges, in e, on atoms 1 to 4:
1 C -0.037
2 C -0.227
3 C -0.312
4 C -0.034

The calculation returns the following total energy values, one per record and in order: -155946.4142; -131948.4324; -9308.0521; -10847.0224 eV.